Computed, not measured: the molecule C25H36F3NO4S, with ωB97M-V with the def2-TZVPD basis set.

The lowest unoccupied orbital energy is -0.02506 hartree. The calculation puts the HOMO energy at -0.3562 Eh. The SMILES is CCCCCCCCCCCCN1C/C(=C\C(=O)OCC)c2cc(C(F)(F)F)ccc2S1(=O)=O. The energy relative to the best compared isomer or geometry (same formula, charge and spin) comes out at 0.136 eV. The value obtained for the gap between HOMO and LUMO is 0.331 Ha.

```
70
C25H36F3NO4S (ωB97M-V with the def2-TZVPD basis set)
S -0.354 0.284 0.768
F -6.642 -0.264 3.011
F -6.463 -2.114 1.931
F -6.933 -0.299 0.881
O -1.325 -1.943 -3.784
O 0.440 -0.900 0.681
O -2.811 -3.612 -3.533
O 0.071 1.351 1.618
N -0.611 0.847 -0.770
C 3.427 1.039 0.269
C -2.823 -0.673 0.159
C 4.688 -0.826 5.867
C 4.745 -0.449 4.391
C 0.696 3.456 -1.720
C 3.504 0.829 1.779
C -1.302 2.113 -0.876
C 3.138 2.767 -1.587
C 3.500 -0.917 3.640
C -3.156 -3.478 -5.943
C -6.181 -0.800 1.876
C 3.558 -0.655 2.135
C -1.038 -0.226 -1.629
C -2.045 -0.137 1.185
C -2.185 -2.496 -3.140
C 3.313 2.520 -0.087
C -2.225 -1.019 -1.133
C -4.183 -0.865 0.410
C -2.429 -4.163 -4.794
C -2.576 0.188 2.416
C 1.742 2.408 -2.100
C -3.918 -0.035 2.670
C -2.701 -2.065 -1.832
C -0.739 2.998 -1.991
C -4.712 -0.552 1.653
H 2.555 0.499 -0.103
H 3.818 -0.374 6.341
H 5.630 -0.901 3.937
H -1.346 -4.055 -4.914
H 0.892 4.371 -2.285
H -1.391 3.871 -2.067
H 2.702 -1.144 1.664
H -1.165 2.614 0.084
H -2.378 1.950 -1.035
H 4.616 -1.906 5.983
H 4.315 0.615 -0.209
H -2.866 -2.432 -5.996
H -2.893 -3.963 -6.879
H -1.924 0.619 3.159
H -4.348 0.201 3.631
H 2.614 1.268 2.234
H 2.619 -0.420 4.053
H -4.833 -1.235 -0.367
H -3.493 -2.686 -1.444
H 1.769 2.320 -3.189
H 2.469 2.942 0.460
H 3.880 2.174 -2.126
H 4.469 -1.098 1.725
H 5.579 -0.483 6.388
H 4.842 0.634 4.304
H -4.232 -3.541 -5.800
H 3.379 -1.992 3.803
H 4.216 3.034 0.253
H -2.696 -5.219 -4.733
H -0.781 2.467 -2.944
H 1.449 1.442 -1.695
H 3.336 3.820 -1.806
H -1.246 0.167 -2.627
H -0.195 -0.916 -1.732
H 4.382 1.346 2.172
H 0.788 3.696 -0.660
```



Computed, not measured: a structure of composition C25H37AsN8S2Ti, with ωB97M-V with the def2-TZVPD basis set.

Its charge is +2. The lowest unoccupied orbital energy (alpha / beta) is -0.16934 / -0.17470 hartree. The calculation puts the HOMO energy (alpha / beta) at -0.4242 / -0.4950 Eh. The energy relative to the best compared isomer or geometry (same formula, charge and spin) comes out at 0.858 eV. As for the spin multiplicity: 3. The value obtained for the gap between HOMO and LUMO (alpha / beta) is 0.255 / 0.320 Ha.

```
74
C25H37AsN8S2Ti (ωB97M-V with the def2-TZVPD basis set)
As 1.024 2.965 2.847
Ti -0.078 -0.157 -0.813
S -1.898 -0.193 1.287
S 1.137 1.393 1.453
N 0.998 1.250 -2.070
N -1.786 1.473 -1.272
N 1.706 -1.264 -0.036
N -2.065 -1.318 -1.570
N 0.562 -1.286 -2.640
N 1.608 -1.346 -4.572
N 1.954 1.820 -3.966
N -0.471 -3.439 0.995
C 3.881 -3.018 -0.050
C -3.309 -1.130 0.617
C 0.499 -2.705 1.538
C -0.501 -2.757 3.698
C -0.060 4.454 2.339
C 0.640 -2.597 -3.061
C 1.157 -0.573 -3.566
C 1.357 0.840 -3.269
C -2.748 -0.415 -2.517
C 1.380 2.576 -1.997
C -3.017 0.938 -1.891
C 0.321 2.345 4.512
C 3.952 -1.798 -0.714
C 1.973 2.942 -3.166
C 2.736 -3.309 0.667
C 0.526 -2.330 2.874
C 1.279 -2.647 -4.263
C 1.679 -2.404 0.667
C -2.960 -1.977 -0.600
C -1.454 -3.845 1.805
C -2.041 2.312 -0.089
C -2.525 1.510 1.126
C 2.853 -0.970 -0.671
C 2.753 3.692 3.216
C -1.507 -3.540 3.155
H -1.092 2.788 0.158
H -2.239 2.042 2.032
H 4.841 -1.484 -1.242
H 0.252 -3.410 -2.469
H -2.425 -2.867 -0.280
H 2.399 3.873 -3.495
H 1.344 -1.732 3.252
H 4.708 -3.714 -0.071
H 0.144 3.190 5.175
H -1.327 2.062 -1.958
H -2.224 -4.463 1.354
H 3.431 2.869 3.428
H -2.770 3.101 -0.306
H 1.230 3.146 -1.097
H 1.526 -3.469 -4.912
H 2.323 1.765 -4.901
H 2.693 4.364 4.072
H -1.673 -2.068 -2.127
H 0.258 4.805 1.359
H 2.084 -1.049 -5.407
H 1.047 1.668 4.956
H 3.097 4.234 2.338
H -3.407 1.626 -2.645
H -3.685 -1.781 1.407
H -3.611 1.434 1.152
H -0.506 -2.498 4.748
H 2.640 -4.223 1.235
H 0.075 5.249 3.072
H 2.896 0.004 -1.143
H -3.789 0.862 -1.127
H -2.316 -3.919 3.764
H -0.607 1.811 4.317
H -2.089 -0.296 -3.382
H -3.683 -0.852 -2.881
H -4.105 -0.422 0.398
H -1.109 4.165 2.311
H -3.887 -2.300 -1.086
```



Computed, not measured: a cluster of 2 separate species, C25H37BF5NO5 in total, with ωB97M-V with the def2-TZVPD basis set.

The lowest unoccupied orbital energy is -0.05414 hartree. The calculation puts the HOMO energy at -0.3132 Eh. The SMILES is CCCCN[C@](CC[C@@H](C)CCC=C(C)C)(OC(=O)C(F)(F)C(F)(F)F)B(C)O.O=C1C=CC(=O)C=C1. The value obtained for the gap between HOMO and LUMO is 0.259 Ha.

```
74
C25H37BF5NO5 (ωB97M-V with the def2-TZVPD basis set)
F 1.676 0.161 -2.540
F 4.722 0.398 -0.932
F 4.079 2.069 -2.128
F 4.131 0.096 -2.993
F 1.862 1.746 -1.078
O 1.282 -0.336 0.553
O 3.608 1.435 1.540
O -3.036 3.207 -2.311
O 2.812 -1.546 -0.550
O 0.187 6.292 -5.160
N 1.358 -1.235 2.813
C 0.506 -4.450 -0.780
C -2.408 -1.586 -0.401
C -1.383 1.293 1.339
C -1.046 3.380 -3.552
C 1.352 -4.304 0.485
C -3.889 -2.530 1.391
C 1.702 -0.115 1.980
C 1.764 -2.572 2.347
C 3.862 0.775 -1.886
C -0.551 5.585 -4.510
C 2.194 -0.544 -0.385
C -2.896 -4.002 -0.429
C -3.026 -2.622 0.161
C 4.355 -0.654 2.803
C -2.301 3.915 -2.965
C 0.732 -3.281 1.453
C 0.904 1.098 2.536
C 0.025 1.892 1.567
C -2.511 2.308 1.665
C -2.618 5.345 -3.205
C -1.554 0.793 -0.101
C -1.807 6.119 -3.922
C -0.235 4.154 -4.268
C -2.770 -0.131 -0.272
C 2.367 0.569 -1.448
B 3.269 0.233 2.098
H -0.099 2.879 2.020
H 0.131 -2.553 0.901
H 5.134 -0.020 3.238
H -2.015 7.164 -4.112
H -3.007 2.079 2.610
H -3.791 -4.212 -1.023
H 4.557 1.522 1.391
H 3.934 -1.259 3.607
H -4.042 -1.505 1.725
H -1.612 1.661 -0.764
H -0.504 -4.782 -0.519
H 0.342 -1.256 2.877
H -1.523 0.437 2.013
H -4.871 -2.998 1.267
H 0.686 3.789 -4.705
H 0.927 -5.174 -1.480
H -3.537 5.710 -2.765
H -0.655 0.236 -0.384
H 0.401 -3.488 -1.290
H 0.511 2.065 0.608
H 1.593 1.790 3.024
H -3.471 0.015 0.552
H 4.821 -1.325 2.073
H 1.896 -3.184 3.246
H -0.836 2.335 -3.359
H 1.358 -5.281 0.980
H -1.564 -1.810 -1.054
H -2.024 -4.060 -1.083
H 2.740 -2.540 1.864
H 0.255 0.716 3.330
H -3.306 0.137 -1.190
H -3.378 -3.072 2.194
H -2.113 3.322 1.747
H 2.377 -4.029 0.231
H -2.816 -4.775 0.340
H -3.259 2.334 0.870
H 0.041 -3.824 2.107
```



Computed, not measured: a structure of composition C25H37BN7Tl, with ωB97M-V with the def2-TZVPD basis set.

Its charge is -2. The lowest unoccupied orbital energy is 0.16777 hartree. The calculation puts the HOMO energy at 0.0289 Eh. The value obtained for the gap between HOMO and LUMO is 0.139 Ha.

```
71
C25H37BN7Tl (ωB97M-V with the def2-TZVPD basis set)
Tl 0.299 -1.151 0.529
N -1.972 -0.762 -1.246
N 0.052 1.054 -0.947
N 2.756 -1.270 -0.087
N -0.896 1.976 -0.699
N -2.495 -0.212 1.437
N -2.704 0.344 -1.238
N -2.454 1.083 1.127
C -2.767 0.966 3.308
C -1.982 -3.004 -2.223
C 2.273 0.928 -1.986
C -1.196 4.478 -0.901
C 2.564 -2.805 -1.921
C 2.765 0.730 1.297
C 1.692 0.851 2.122
C -0.438 3.201 -1.047
C -3.735 -1.090 -2.562
C -2.563 -1.646 -2.026
C 2.276 -1.218 3.178
C -2.586 3.318 2.260
C 3.423 -0.601 1.049
C 3.480 -2.260 -0.806
C -2.609 1.830 2.241
C -2.680 -0.312 2.743
C 1.284 -0.215 2.983
C 3.340 -1.354 2.351
C 1.097 1.668 -1.484
C 3.930 -3.492 0.045
C -3.787 0.186 -2.029
C 4.760 -1.713 -1.524
C -2.733 -1.642 3.414
C 0.839 3.046 -1.550
C -4.822 1.233 -2.272
B -2.325 1.540 -0.342
H -1.136 -3.108 -1.547
H -2.079 -1.649 4.285
H 1.490 3.825 -1.910
H 5.275 -2.502 -2.075
H -2.715 -3.783 -2.007
H 1.704 -3.309 -1.483
H 4.127 -2.070 2.584
H -5.290 1.533 -1.335
H 2.197 -1.860 4.063
H 4.471 -0.922 -2.212
H -4.378 2.120 -2.726
H 3.099 -3.811 0.671
H -2.384 -2.392 2.708
H 3.142 1.593 0.757
H 2.040 0.461 -2.946
H 0.571 -0.011 3.783
H 1.197 1.819 2.226
H -2.913 1.227 4.341
H -1.230 4.801 0.141
H 4.499 -0.425 0.801
H 3.127 1.594 -2.116
H -3.088 2.447 -0.537
H -3.748 -1.893 3.738
H -4.442 -1.545 -3.234
H -2.220 4.368 -1.254
H -5.585 0.840 -2.944
H 4.760 -3.222 0.695
H -2.972 3.681 3.212
H 3.102 -3.509 -2.563
H -0.705 5.259 -1.481
H -3.192 3.719 1.450
H 5.449 -1.300 -0.792
H 2.196 -1.984 -2.530
H -1.566 3.680 2.137
H -1.633 -3.139 -3.247
H 2.509 0.109 -1.256
H 4.239 -4.329 -0.592
```



Computed, not measured: a structure of composition C25H37BeBrClF2IKN3O10PS, with ωB97M-V with the def2-TZVPD basis set.

Its charge is +1. The lowest unoccupied orbital energy is -0.26131 hartree. The calculation puts the HOMO energy at -0.3796 Eh. The value obtained for the gap between HOMO and LUMO is 0.118 Ha.

```
84
C25H37BeBrClF2IKN3O10PS (ωB97M-V with the def2-TZVPD basis set)
I 1.912 1.354 -5.988
Br -1.431 0.255 -2.397
K -1.952 -3.020 5.936
Cl 5.374 3.112 -2.030
S 4.764 0.467 -4.819
P 0.170 -0.968 -3.497
F -0.353 -1.401 -1.289
F 1.414 -3.445 -1.121
O -0.419 -2.589 -3.608
O 3.589 -2.827 -2.993
O 4.880 4.339 -1.454
O 4.312 2.104 -1.993
O 5.764 3.336 -3.399
O -2.687 4.675 7.939
O -4.347 4.857 6.561
O 2.758 -1.310 -4.688
O -1.136 0.910 5.271
O 6.504 2.633 -1.268
N -3.296 1.456 4.837
N -1.966 2.878 6.019
N -3.490 5.337 7.295
C -3.426 6.794 7.412
C 2.457 0.478 -2.948
C 4.102 -0.967 -11.688
C -3.332 9.551 7.666
C 3.464 -1.049 -8.980
C -3.032 -4.616 4.332
C -2.408 8.761 8.344
C 2.763 -1.841 -9.884
C 4.489 -0.221 -9.429
C -1.747 -4.823 -0.302
C -2.072 1.699 5.371
C 4.807 -0.179 -10.783
C -1.208 -5.167 1.080
C -3.647 -4.521 2.941
C 2.940 0.137 -4.458
C -4.348 7.580 6.722
C -4.298 8.963 6.854
C 2.882 -1.877 -3.350
C 1.731 -2.364 -0.214
C -2.451 7.377 8.220
C 1.840 -0.970 -2.544
C -3.491 -5.802 2.121
C -2.047 -6.213 1.818
C 1.878 -0.934 -0.936
C 3.084 -1.801 -11.238
Be 3.639 0.841 0.434
H 1.722 1.359 -2.814
H 2.908 -0.484 -0.574
H 0.248 -3.096 -4.146
H 4.731 0.907 -6.143
H 3.212 -1.077 -7.925
H -1.084 -4.110 -0.799
H -5.105 7.134 6.086
H 4.348 -0.932 -12.744
H -1.122 -4.252 1.678
H -2.070 -7.133 1.224
H -3.215 -3.670 2.406
H -3.215 -3.691 4.883
H -1.656 9.226 8.973
H 5.040 0.392 -8.724
H -5.014 9.584 6.327
H 1.968 -2.490 -9.534
H -2.718 3.535 6.111
H -1.073 3.096 6.431
H -2.740 -4.369 -0.248
H -1.539 -6.474 2.753
H -3.299 10.631 7.771
H 2.648 -2.604 0.449
H 5.603 0.469 -11.134
H -3.475 -5.440 4.899
H -0.191 -5.557 0.967
H -4.072 2.090 4.908
H 0.831 -2.295 0.505
H -1.728 6.773 8.756
H -3.417 0.588 4.343
H 3.440 0.680 -2.360
H -3.980 -6.626 2.653
H -4.041 -5.685 1.182
H -1.810 -5.717 -0.930
H -4.715 -4.307 3.049
H 1.059 -0.253 -0.498
H 2.538 -2.420 -11.942
H -1.948 -4.768 4.286
```



Computed, not measured: a structure of composition C25H37CoN5O9P2SSi, with ωB97M-V with the def2-TZVPD basis set.

Its charge is -1. The lowest unoccupied orbital energy is 0.07512 hartree. The calculation puts the HOMO energy at -0.1680 Eh. The value obtained for the gap between HOMO and LUMO is 0.243 Ha.

```
81
C25H37CoN5O9P2SSi (ωB97M-V with the def2-TZVPD basis set)
Co 0.170 -0.081 0.033
S -1.680 -4.158 -1.259
P -2.847 -0.106 1.296
P -0.508 -1.546 2.728
Si -0.709 1.083 -3.030
O -1.747 0.632 0.596
O -3.678 -1.150 0.677
O -0.122 2.327 2.586
O 0.380 -0.614 1.933
O -0.652 -2.981 2.451
O -3.824 1.046 1.973
O -0.019 -1.336 4.290
O 2.563 -0.515 -1.273
O -0.029 0.789 -1.622
N -0.461 -1.739 -0.608
N 1.865 3.801 0.153
N -1.704 0.655 3.568
N 0.999 1.762 0.616
N 2.397 1.993 -1.245
C 2.569 -0.299 -5.138
C -4.157 -1.800 -4.359
C 1.863 -0.899 -0.360
C -2.402 3.133 -4.199
C -2.083 -0.082 -3.571
C -0.440 3.937 -2.894
C 1.803 1.581 -6.414
C 1.552 -0.086 -4.218
C -2.365 2.875 -1.730
C 1.774 2.494 -0.204
C -2.784 -0.843 -2.636
C -2.109 -0.645 2.909
C -3.101 -1.398 3.775
C -1.499 2.836 -2.997
C -2.447 -0.204 -4.917
C 2.317 -2.081 0.468
C 0.637 0.963 -4.368
C -3.808 -1.699 -3.021
C 2.809 4.761 -0.355
C -1.001 -2.748 -0.847
C 1.200 3.959 1.424
C 0.786 1.786 -5.487
C 0.601 2.573 1.630
C -3.475 -1.048 -5.310
C 2.699 0.537 -6.240
H -2.528 -0.777 -1.589
H 0.380 -2.161 4.587
H 3.006 4.595 -1.412
H -2.527 1.248 3.686
H -2.672 -1.634 4.752
H 0.161 3.812 -1.993
H 0.414 4.716 1.403
H -2.858 4.125 -4.082
H -4.950 -2.472 -4.667
H 2.380 5.759 -0.266
H -2.819 3.869 -1.612
H -3.172 2.140 -1.782
H 1.487 -2.705 0.781
H 2.830 2.595 -1.920
H 3.040 -2.648 -0.120
H 3.491 0.372 -6.961
H -4.019 -0.820 3.904
H -1.784 2.638 -0.837
H -3.736 -1.132 -6.359
H 0.233 3.945 -3.755
H -4.307 -2.290 -2.264
H -3.352 -2.330 3.273
H -3.208 2.402 -4.281
H -1.859 3.134 -5.147
H -1.251 0.465 4.463
H 3.759 4.734 0.190
H -4.589 1.175 1.402
H -1.907 0.356 -5.676
H 2.213 1.014 -1.494
H 0.101 2.610 -5.649
H 3.261 -1.119 -4.993
H 1.898 4.185 2.236
H 1.893 2.238 -7.272
H -0.922 4.923 -2.835
H 2.803 -1.692 1.366
H 1.467 -0.737 -3.357
H -1.016 1.181 2.968
```



no.,electronic energy (Ha)
1,-2027.75111
2,-5294.17013
3,-1929.94305
4,-1555.45133
5,-6776.39100
6,-4679.42206